9
Properties=species:S:1:pos:R:3:mulliken_spin:R:1 method="wB97M-V/def2-TZVPD" energy_ha=-655.3881 orbital_gap_ev="7.2 / 5.8" relative_energy_kcal_mol=63.5 multiplicity=3 lumo_ev="0.287 / -4.055"
C -0.12 0.25 0.30 0.11
C 1.38 0.46 -0.08 0.50
N -0.58 -0.77 -0.46 0.13
O -0.80 0.93 1.07 0.20
O 1.70 0.36 -1.20 0.67
O -1.83 -1.20 -0.18 0.03
I 2.59 1.46 1.38 0.37
H -0.14 -0.98 -1.27 -0.01
H -2.20 -0.51 0.44 0.00


8
Properties=species:S:1:pos:R:3:lowdin_charge:R:1 method="wB97M-V/def2-TZVPD" energy_ha=-600.8570 total_charge=-1 orbital_gap_ev=6.4 relative_energy_kcal_mol=23.8 multiplicity=1 lumo_ev=3.202
C 0.65 -1.27 0.07 -0.62
C -0.44 0.47 -0.29 -0.73
O 1.26 -0.92 1.05 0.00
O 0.44 -2.02 -0.82 0.04
O 0.25 1.48 0.34 -0.22
I -2.67 0.52 -0.05 0.40
H -0.30 0.53 -1.43 0.03
H 0.81 1.20 1.13 0.10


7
Properties=species:S:1:pos:R:3:lowdin_charge:R:1 method="wB97M-V/def2-TZVPD" energy_ha=-1114.5661 smiles="S=PI.C#C" orbital_gap_ev=7.4 relative_energy_kcal_mol=15.6 multiplicity=1 lumo_ev=-1.863
C -1.60 0.24 0.64 -0.07
C -1.71 -0.30 -0.41 -0.05
P 2.03 0.11 -1.01 -0.11
S 1.42 1.61 0.05 0.00
I 3.08 -1.60 0.50 0.14
H -1.11 0.50 1.62 0.05
H -2.12 -0.55 -1.38 0.03


9
Properties=species:S:1:pos:R:3:mulliken_spin:R:1 method="wB97M-V/def2-TZVPD" energy_ha=-570.0640 orbital_gap_ev="5.0 / 7.1" relative_energy_kcal_mol=36.5 multiplicity=2 lumo_ev="-0.540 / -0.601"
O 0.39 0.88 0.12 0.03
C -0.71 0.49 -0.56 0.15
C -1.41 -0.59 -0.15 0.07
Na 2.53 0.94 -0.17 0.00
Li -0.72 0.32 1.91 -0.01
H -2.20 -0.87 -0.87 -0.01
H -0.88 1.14 -1.44 0.02
Tl 0.78 -1.41 0.07 0.47
O 2.22 -0.90 1.10 0.29


8
Properties=species:S:1:pos:R:3:mulliken_spin:R:1 method="wB97M-V/def2-TZVPD" energy_ha=-363.0497 orbital_gap_ev="5.3 / 7.4" multiplicity=4 lumo_ev="-0.090 / -1.353"
C -1.31 0.30 0.05 0.71
C -0.18 -0.46 -0.48 0.05
O 1.07 -0.05 -0.13 -0.07
O -1.19 1.58 0.20 0.27
H -0.82 -0.11 -1.50 0.01
Pd 1.96 -0.92 1.01 1.70
Li 0.87 1.20 1.18 0.34
H -0.40 -1.54 -0.34 -0.02


8
Properties=species:S:1:pos:R:3:mulliken_spin:R:1 method="wB97M-V/def2-TZVPD" energy_ha=-407.7036 total_charge=+1 orbital_gap_ev="7.1 / 9.2" relative_energy_kcal_mol=0.0 multiplicity=2 lumo_ev="-4.700 / -4.748"
O 0.42 -0.19 0.05 0.17
C 0.07 1.05 0.03 0.41
C -1.19 1.42 0.56 0.12
O -1.97 0.54 1.03 0.26
Li -0.97 -1.09 1.11 0.00
Tl 1.97 -1.34 -1.32 0.01
H 0.70 1.79 -0.48 0.02
H -1.51 2.47 0.49 0.01